Entry from the Open Molecules 2025 dataset: 2 unconnected molecules or ions with the total composition C24H28BrCl3FNO7P in a non-equilibrium geometry (ωB97M-V with the def2-TZVPD basis set).

Results
E_HOMO: -11.9585 eV
charge: +1

Atoms and positions in Å:
C1 1.3325 3.7054 0.3037
C2 0.4307 2.8599 -0.6225
Cl1 1.5599 1.9352 -1.6870
C3 -0.4926 1.9097 0.2377
Cl2 -2.2143 2.1571 -0.1484
C4 -0.0323 0.4592 0.2292
C5 -0.3174 -0.4557 -0.7657
C6 -1.1335 -0.1644 -1.9897
C7 -2.6449 -0.4977 -1.8223
C8 -2.9982 -1.9118 -2.2242
C9 -3.5282 -2.7531 -1.2633
C10 -3.9128 -4.0400 -1.5462
C11 -3.7670 -4.5343 -2.8232
C12 -3.2341 -3.7094 -3.7842
C13 -2.8587 -2.4238 -3.4979
N1 0.1791 -1.6915 -0.6904
C14 0.9590 -2.1396 0.2950
C15 1.4617 -3.5570 0.1719
C16 2.9874 -3.4837 -0.1508
C17 3.2404 -3.1948 -1.6454
C18 3.7611 -1.7789 -1.9368
O1 3.0549 -1.2390 -3.0665
C19 1.2830 -1.2951 1.3367
P1 2.3239 -1.7007 2.8188
O2 2.4312 -3.3236 2.8580
Cl3 4.2423 -1.0514 2.3312
C20 0.7691 0.0034 1.2712
C21 1.1611 0.9201 2.4175
O3 0.3946 1.0469 3.3476
O4 2.3639 1.5511 2.3609
Br1 2.4649 2.9495 3.5568
H1 1.6012 4.6521 -0.1724
H2 0.8355 3.9591 1.2453
H3 2.2584 3.1808 0.5468
H4 -0.1616 3.5780 -1.1889
H5 -0.3692 2.2539 1.2648
H6 -1.0258 0.8704 -2.3103
H7 -0.7515 -0.8185 -2.7849
H8 -2.9609 -0.3365 -0.7901
H9 -3.2348 0.2127 -2.4128
H10 -3.6538 -2.3568 -0.2572
H11 -4.3416 -4.6162 -0.7318
H12 -4.0875 -5.5445 -3.0508
H13 -3.1412 -4.1262 -4.7827
H14 -2.4712 -1.8070 -4.3074
H15 -0.0427 -2.3356 -1.4468
H16 0.9757 -4.0277 -0.6918
H17 1.2494 -4.1516 1.0584
H18 3.3666 -2.6183 0.4024
H19 3.5351 -4.3386 0.2474
H20 3.9994 -3.9033 -1.9898
H21 2.3539 -3.3491 -2.2734
H22 4.8177 -1.8333 -2.2301
H23 3.6706 -1.0803 -1.0925
H24 3.1490 -0.2813 -3.0467
H25 2.3825 -3.6159 3.7787
C22 -1.7197 4.8029 3.3750
C23 -2.3668 6.0266 3.9741
O5 -1.5104 7.0694 3.5452
C24 -0.9624 6.6676 2.3643
O6 -0.4096 7.3784 1.5989
O7 -1.1391 5.3272 2.1755
F1 -2.3615 5.9777 5.3259
H26 -0.9328 4.3962 4.0133
H27 -2.4359 4.0148 3.1514
H28 -3.3815 6.2208 3.6217

***

Entry from the Open Molecules 2025 dataset: a molecular structure, C24H28BrN4SV in a non-equilibrium geometry (ωB97M-V with the def2-TZVPD basis set).

Results
E_HOMO (spin up / spin down): -9.5421 / -9.5132 eV
multiplicity: 4
charge: +1

Atoms and positions in Å:
V1 0.6258 0.2927 0.9138
C1 -1.0053 -3.2715 0.2069
C2 0.3755 -3.2592 0.8699
C3 1.5236 -3.8082 -0.0494
C4 0.9333 -2.0481 1.6101
C5 0.4312 -1.5582 3.0180
C6 0.5160 -0.0203 3.2990
C7 1.7005 0.5554 2.8953
C8 2.3035 1.8974 3.2720
C9 2.5033 -0.1769 1.8772
C10 2.0675 -1.4114 1.1923
H1 -1.0871 -2.4345 -0.4288
H2 -1.7515 -3.2674 1.0288
H3 -1.0050 -4.2130 -0.3002
H4 0.2591 -4.0108 1.6582
H5 2.5477 -3.8601 0.3486
H6 1.7597 -3.1741 -0.8890
H7 1.2290 -4.7573 -0.4479
H8 1.1387 -1.9289 3.7689
H9 0.0772 0.5986 3.9968
H10 1.9467 2.3671 4.1784
H11 2.3085 2.7341 2.5272
H12 3.3830 1.7643 3.3118
H13 3.4800 0.2067 1.5319
H14 2.7432 -1.9982 0.5014
C11 -4.8638 -0.6657 0.8152
N1 -4.0625 -0.4276 -0.3605
C12 -4.3561 -0.9428 -1.6331
C13 -3.2230 -0.7696 -2.3698
N2 -2.2377 -0.1742 -1.6178
C14 -2.7584 0.0448 -0.4105
S1 -1.9633 0.8100 0.9098
C15 -0.9177 0.1422 -2.1215
C16 -0.9445 0.5146 -3.4826
C17 0.2559 0.4721 -4.2115
C18 1.3569 -0.0103 -3.5959
C19 1.2775 -0.2372 -2.2400
N3 0.2107 -0.1081 -1.4650
H15 -4.7596 -1.7768 0.8490
H16 -5.8620 -0.1519 0.7393
H17 -4.2736 -0.1801 1.6171
H18 -5.3123 -1.4647 -1.6793
H19 -3.0306 -0.9918 -3.4016
H20 -1.9502 0.7098 -3.8809
H21 0.1838 0.7857 -5.2317
H22 2.1499 -0.1262 -4.3067
H23 2.1392 -0.6245 -1.6675
Br1 3.1048 3.6981 -2.8852
C20 1.9814 3.7080 -1.4208
C21 1.4906 4.8910 -0.8354
C22 0.6675 4.7594 0.2834
C23 0.4305 3.4680 0.8109
N4 0.9423 2.3315 0.3021
C24 1.7525 2.4560 -0.7492
H24 1.7252 5.9006 -1.1616
H25 0.2444 5.6905 0.6527
H26 -0.0239 3.4182 1.7659
H27 2.1992 1.5936 -1.1893
H28 -0.5772 -1.9607 3.2808

***

Entry from the Open Molecules 2025 dataset: C24H28BrNO4 in the gas phase (ωB97M-V with the def2-TZVPD basis set).

Results
E_HOMO: -8.7178 eV
structure (SMILES): CCO[C@H]1OC(C(=O)NCc2ccccc2)=C[C@@H](c2ccc(Br)cc2)[C@@H]1CCCO

Atoms and positions in Å:
C1 1.3601 1.7858 2.3823
C2 0.4362 0.6626 1.9456
O1 1.1325 -0.1424 1.0083
C3 0.4341 -1.2618 0.5646
O2 -0.7473 -0.9054 -0.1258
C4 -0.5740 -0.4770 -1.4199
C5 -1.7603 0.2189 -2.0028
O3 -1.7452 0.7029 -3.1192
N1 -2.8242 0.2636 -1.1750
C6 -3.9930 1.0657 -1.4456
C7 -4.0991 2.2268 -0.4891
C8 -2.9709 2.9800 -0.1856
C9 -3.0510 4.0400 0.6985
C10 -4.2628 4.3635 1.2860
C11 -5.3920 3.6223 0.9841
C12 -5.3092 2.5564 0.1048
C13 0.5515 -0.6238 -2.1175
C14 1.7744 -1.2658 -1.5470
C15 2.8448 -0.2500 -1.2012
C16 4.1147 -0.6962 -0.8535
C17 5.1115 0.1929 -0.4988
C18 4.8323 1.5477 -0.5010
Br1 6.1939 2.7846 0.0002
C19 3.5841 2.0190 -0.8632
C20 2.5969 1.1159 -1.2128
C21 1.3788 -2.0993 -0.3092
C22 0.7018 -3.4256 -0.6892
C23 1.2241 -4.6246 0.1057
C24 0.9676 -4.5165 1.6117
O4 -0.3832 -4.2790 1.9290
H1 2.2610 1.3727 2.8272
H2 1.6460 2.3839 1.5219
H3 0.8564 2.4168 3.1090
H4 -0.4744 1.0722 1.4865
H5 0.1371 0.0431 2.8047
H6 0.0610 -1.8505 1.4199
H7 -2.7165 -0.1267 -0.2508
H8 -4.8923 0.4435 -1.3887
H9 -3.8803 1.4293 -2.4731
H10 -2.0278 2.7342 -0.6529
H11 -2.1672 4.6171 0.9280
H12 -4.3265 5.1920 1.9756
H13 -6.3400 3.8717 1.4377
H14 -6.1928 1.9781 -0.1256
H15 0.5806 -0.2413 -3.1250
H16 2.2039 -1.9450 -2.2943
H17 4.3341 -1.7545 -0.8594
H18 6.0936 -0.1611 -0.2245
H19 3.3851 3.0801 -0.8703
H20 1.6206 1.4817 -1.4905
H21 2.2752 -2.2904 0.2848
H22 0.8553 -3.6276 -1.7509
H23 -0.3749 -3.3346 -0.5304
H24 0.7360 -5.5278 -0.2720
H25 2.2983 -4.7365 -0.0513
H26 1.5172 -3.6733 2.0352
H27 1.3206 -5.4349 2.1038
H28 -0.9163 -4.9930 1.5612

***

Entry from the Open Molecules 2025 dataset: C24H28F2N4O2 in the gas phase (ωB97M-V with the def2-TZVPD basis set).

Results
E_HOMO: -7.5552 eV
structure (SMILES): O=C(CCC(=O)N1CCN(c2ccc(F)cc2)CC1)N1CCN(c2ccc(F)cc2)CC1

Atoms and positions in Å:
O1 -0.5494 -0.5188 1.5559
C1 0.3080 -1.3280 1.2304
C2 0.0707 -2.8201 1.4378
C3 -0.2464 -3.5053 0.0915
C4 -0.6309 -2.4705 -0.9595
O2 0.1612 -2.1495 -1.8318
N1 -1.8583 -1.9214 -0.8829
C5 -2.8261 -2.1600 0.1693
C6 -4.2008 -1.6444 -0.2534
N2 -4.1499 -0.2204 -0.4841
C7 -5.2137 0.6016 -0.2158
C8 -5.0374 1.9812 -0.0392
C9 -6.1115 2.8117 0.2084
C10 -7.3803 2.2712 0.2940
F1 -8.4366 3.0850 0.5410
C11 -7.5918 0.9156 0.1318
C12 -6.5163 0.0899 -0.1267
C13 -2.8685 0.2894 -0.9197
C14 -2.1632 -0.7875 -1.7356
N3 1.4620 -0.9412 0.6602
C15 2.5342 -1.7760 0.1772
C16 3.8861 -1.2577 0.6877
N4 4.0525 0.1236 0.3038
C17 5.3217 0.6616 0.1355
C18 6.4802 -0.0040 0.5472
C19 7.7332 0.5294 0.3096
C20 7.8379 1.7451 -0.3361
F2 9.0628 2.2739 -0.5635
C21 6.7136 2.4325 -0.7564
C22 5.4682 1.8877 -0.5252
C23 2.9849 0.9449 0.8357
C24 1.6473 0.4490 0.2958
H1 -0.7804 -2.9025 2.1146
H2 0.9255 -3.2923 1.9217
H3 0.6367 -4.0139 -0.2974
H4 -1.0338 -4.2480 0.2175
H5 -2.8990 -3.2305 0.3749
H6 -2.5188 -1.6377 1.0830
H7 -4.9052 -1.8559 0.5556
H8 -4.5364 -2.1853 -1.1516
H9 -4.0496 2.4102 -0.0746
H10 -5.9701 3.8722 0.3456
H11 -8.5919 0.5167 0.1975
H12 -6.6992 -0.9614 -0.2797
H13 -2.2307 0.5682 -0.0684
H14 -3.0248 1.1675 -1.5508
H15 -2.7979 -1.1031 -2.5714
H16 -1.2198 -0.4167 -2.1421
H17 2.4070 -2.8038 0.5077
H18 2.5223 -1.7567 -0.9188
H19 4.6713 -1.8587 0.2283
H20 3.9301 -1.3825 1.7833
H21 6.4153 -0.9421 1.0745
H22 8.6241 0.0138 0.6317
H23 6.8216 3.3762 -1.2673
H24 4.5963 2.4130 -0.8819
H25 3.1327 1.9863 0.5575
H26 2.9695 0.8814 1.9369
H27 0.8208 1.0223 0.7178
H28 1.6342 0.5304 -0.7970

***

Entry from the Open Molecules 2025 dataset: a molecular structure, C24H28MgNO3 in a non-equilibrium geometry (ωB97M-V with the def2-TZVPD basis set).

Results
E_HOMO: -3.8292 eV
charge: -1

Atoms and positions in Å:
C1 -0.0812 -2.2786 1.5061
C2 -1.2856 -1.9195 0.8212
C3 -1.0514 -2.0013 -0.5777
H1 -2.2520 -1.7358 1.2991
C4 0.3064 -2.3801 -0.7842
C5 0.9309 -2.5288 0.4971
H2 0.7612 -2.6099 -1.7527
C6 0.2012 1.6382 2.0333
C7 -1.1178 1.0632 1.9627
C8 -1.7241 1.5104 0.7706
H3 -1.5906 0.5228 2.7849
C9 -0.7878 2.2969 0.0437
C10 0.4013 2.3570 0.8062
H4 -1.8053 -1.9080 -1.3638
H5 1.9119 -2.9783 0.6946
H6 0.0371 -2.4696 2.5876
H7 1.2585 2.9831 0.5635
H8 -2.7598 1.3231 0.4763
H9 0.8302 1.7357 2.9265
Mg1 0.9295 -0.3196 1.1058
C11 -1.0806 3.1342 -1.1907
C12 -0.6494 4.5723 -0.9126
C13 -2.5803 3.1625 -1.5135
H10 -1.2595 4.9978 -0.1025
H11 -0.7982 5.1827 -1.8157
H12 0.4077 4.6364 -0.6244
H13 -3.1614 3.5244 -0.6591
H14 -2.9170 2.1610 -1.7999
H15 -2.7376 3.8285 -2.3695
C14 -0.2618 2.6180 -2.4264
C15 -0.8692 1.4356 -3.1749
H16 0.7619 2.3263 -2.1204
H17 -0.1509 3.4768 -3.1275
O1 -1.9262 0.8621 -2.8360
N1 -0.1631 1.1006 -4.3008
C16 -0.1769 -0.1942 -4.9840
H18 0.6515 1.6562 -4.4804
C17 -1.4031 -1.0142 -4.7313
C18 -1.2443 -2.3789 -4.5032
H19 -0.2306 -2.7883 -4.5084
C19 -2.3411 -3.1929 -4.1970
H20 -2.1867 -4.2502 -3.9694
C20 -3.6343 -2.6434 -4.1742
H21 -4.5077 -3.2653 -3.9333
C21 -3.8030 -1.2744 -4.4279
H22 -4.7981 -0.8100 -4.4014
C22 -2.6990 -0.4646 -4.7173
H23 -2.8944 0.5800 -4.9650
H24 0.7015 -0.7766 -4.6680
H25 -0.0389 -0.0183 -6.0591
C23 3.7866 0.3230 0.7902
C24 3.1309 0.3682 -0.5780
O2 3.7984 0.5367 -1.6029
O3 1.8214 0.2324 -0.5724
H26 4.8714 0.2941 0.6938
H27 3.4879 -0.5628 1.3884
H28 3.5141 1.2241 1.3638

***

Entry from the Open Molecules 2025 dataset: a molecular structure, C24H28MnN6SeSi2 in a non-equilibrium geometry (ωB97M-V with the def2-TZVPD basis set).

Results
E_HOMO (spin up / spin down): -5.6951 / -5.8776 eV
multiplicity: 2

Atoms and positions in Å:
Mn1 0.0215 -0.0300 0.1237
C1 -0.2412 -3.9614 2.1576
Si1 -0.7127 -3.0168 0.5609
C2 0.8135 -2.6114 -0.5454
C3 -2.0309 -4.0280 -0.3846
N1 -1.1414 -1.3461 0.8399
C4 -2.2253 -0.8799 1.5141
C5 -3.1477 -1.6652 2.2093
C6 -4.1900 -1.0796 2.9005
C7 -4.3439 0.3012 2.8811
C8 -3.4747 1.0961 2.1640
C9 -2.3914 0.5447 1.4688
N2 -1.4772 1.2459 0.7357
Si2 -1.5828 3.0033 0.7256
C10 -1.2599 3.6373 2.5110
C11 -3.2214 3.6092 -0.0818
C12 -0.2404 3.8332 -0.3397
H1 -0.1298 -5.0252 1.9708
H2 -1.0174 -3.8435 2.9088
H3 0.6876 -3.6013 2.5917
H4 1.1564 -3.4395 -1.1578
H5 1.6612 -2.2935 0.0696
H6 0.5491 -1.7878 -1.2507
H7 -1.6656 -5.0283 -0.5960
H8 -2.3110 -3.5675 -1.3274
H9 -2.9357 -4.1311 0.2061
H10 -3.0311 -2.7384 2.2008
H11 -4.8826 -1.6953 3.4512
H12 -5.1533 0.7634 3.4226
H13 -3.6280 2.1598 2.1359
H14 -2.0637 3.4152 3.2033
H15 -1.1036 4.7110 2.5197
H16 -0.3580 3.1700 2.9012
H17 -4.1095 3.4192 0.5088
H18 -3.3666 3.1222 -1.0421
H19 -3.1756 4.6777 -0.2637
H20 0.7543 3.6865 0.0622
H21 -0.4230 4.9017 -0.3508
H22 -0.2516 3.4985 -1.3701
Se1 5.9749 4.3715 1.9996
N3 5.1043 4.0073 0.4828
C13 4.1856 3.0889 0.7380
C14 3.2776 2.5733 -0.2388
C15 3.2966 2.9562 -1.5712
C16 2.3595 2.4228 -2.4473
C17 1.4002 1.5455 -1.9529
N4 1.3435 1.1449 -0.6907
C18 2.2952 1.6236 0.1874
C19 2.2868 1.1299 1.5052
N5 1.3676 0.1575 1.8241
C20 1.4011 -0.3758 3.0314
C21 2.3191 -0.0096 4.0120
C22 3.2361 0.9936 3.7303
C23 3.2300 1.5897 2.4765
C24 4.1389 2.6244 2.0921
N6 5.0008 3.1935 2.9182
H23 4.0353 3.6678 -1.9012
H24 2.3597 2.6918 -3.4914
H25 0.6364 1.1428 -2.6197
H26 0.6648 -1.1488 3.2157
H27 2.3115 -0.5053 4.9694
H28 3.9695 1.3155 4.4551

***

Entry from the Open Molecules 2025 dataset: 5 unconnected molecules or ions with the total composition C24H28N2O10 in a non-equilibrium geometry (ωB97M-V with the def2-TZVPD basis set).

Results
E_HOMO: -9.9531 eV
structure (SMILES): O=[N+]([O-])c1ccccc1.O=[N+]([O-])c1ccccc1.O=C1CCCO1.O=C1CCCO1.O=C1CCCO1

Atoms and positions in Å:
O1 0.5884 38.3044 -32.8421
N1 1.1538 38.5245 -31.7851
O2 1.8608 37.7311 -31.1966
C1 0.9709 39.8735 -31.2200
C2 1.7631 40.2518 -30.1542
C3 1.6639 41.5522 -29.6888
C4 0.7607 42.4493 -30.2711
C5 -0.0229 42.0372 -31.3391
C6 0.0274 40.7138 -31.7737
H1 2.4833 39.5893 -29.6988
H2 2.2520 41.8915 -28.8456
H3 0.7978 43.5012 -30.0180
H4 -0.7123 42.7323 -31.8024
H5 -0.5634 40.4363 -32.6345
O3 0.1162 33.4706 -35.0619
N2 1.2319 33.0877 -34.7550
O4 1.5908 31.9316 -34.7797
C7 2.1934 34.0987 -34.3306
C8 3.4166 33.6910 -33.8306
C9 4.3188 34.6560 -33.4342
C10 4.0644 36.0060 -33.6399
C11 2.8372 36.3886 -34.1753
C12 1.8886 35.4354 -34.4951
H6 3.6149 32.6299 -33.7879
H7 5.2355 34.3662 -32.9341
H8 4.7808 36.7968 -33.4640
H9 2.5564 37.4127 -34.3806
H10 0.8873 35.7093 -34.7867
O5 -0.8764 39.2958 -37.3754
C13 -1.3239 38.6169 -36.4929
C14 -1.7715 37.1521 -36.5723
C15 -2.0272 36.8036 -35.0936
C16 -2.1748 38.1609 -34.4479
O6 -1.3459 39.0488 -35.2058
H11 -2.6798 37.1574 -37.1752
H12 -0.9761 36.5649 -37.0147
H13 -2.9000 36.1733 -34.9288
H14 -1.1590 36.2573 -34.7296
H15 -3.2074 38.5332 -34.4509
H16 -1.9284 38.1710 -33.3866
O7 -1.8575 43.8233 -33.2845
C17 -1.4239 43.4477 -34.3333
C18 -2.0278 43.5882 -35.7265
C19 -0.8996 43.0750 -36.6436
C20 -0.0797 42.2011 -35.7096
O8 -0.2271 42.8194 -34.4156
H17 -2.9022 42.9431 -35.7925
H18 -2.2469 44.6370 -35.8947
H19 -1.2715 42.5611 -37.5292
H20 -0.3239 43.9296 -37.0094
H21 -0.4578 41.1814 -35.6880
H22 0.9740 42.1507 -35.9747
O9 -1.0103 40.0509 -42.0573
C21 -0.1416 40.6894 -41.5584
C22 1.0256 40.2115 -40.6976
C23 1.8555 41.4710 -40.4772
C24 0.8738 42.6193 -40.8242
O10 -0.1060 42.0525 -41.6759
H23 0.5848 39.8135 -39.7834
H24 1.5860 39.4732 -41.2618
H25 2.2399 41.6578 -39.4754
H26 2.6953 41.4840 -41.1701
H27 0.4173 43.0581 -39.9367
H28 1.4141 43.3983 -41.3616

***

Entry from the Open Molecules 2025 dataset: C24H28N2O4 in the gas phase (ωB97M-V with the def2-TZVPD basis set).

Results
E_HOMO: -8.8176 eV
structure (SMILES): COCC(=O)N1CCC(Oc2ccc(C(=O)NC3Cc4ccccc4C3)cc2)CC1

Atoms and positions in Å:
C1 6.9666 -1.9175 -0.5901
O1 6.2585 -2.0572 0.6183
C2 6.1990 -3.3930 1.0695
C3 5.3330 -4.3133 0.1983
O2 5.8063 -5.3240 -0.2903
N1 4.0426 -3.9648 0.0304
C4 3.3934 -2.7708 0.5160
C5 2.9829 -1.8810 -0.6601
C6 2.0741 -2.6582 -1.6224
O3 0.8545 -3.0254 -0.9972
C7 -0.1307 -2.1118 -0.8104
C8 -1.2606 -2.5843 -0.1355
C9 -2.3292 -1.7535 0.1049
C10 -2.3018 -0.4198 -0.3015
C11 -3.4958 0.4235 -0.0110
O4 -4.6161 -0.0412 0.0752
N2 -3.2349 1.7434 0.1621
C12 -4.2541 2.7137 0.4657
C13 -4.0668 3.3742 1.8488
C14 -4.5618 4.7740 1.6441
C15 -4.8670 5.7274 2.5944
C16 -5.3042 6.9756 2.1734
C17 -5.4287 7.2605 0.8244
C18 -5.1186 6.3031 -0.1314
C19 -4.6871 5.0607 0.2873
C20 -4.2876 3.8798 -0.5454
C21 -1.1867 0.0424 -0.9883
C22 -0.1102 -0.7891 -1.2439
C23 2.7612 -3.9595 -2.0480
C24 3.1869 -4.7652 -0.8218
H1 8.0071 -2.2422 -0.4760
H2 6.9412 -0.8589 -0.8419
H3 6.5077 -2.5008 -1.3964
H4 5.7993 -3.3599 2.0870
H5 7.2033 -3.8375 1.0976
H6 2.4932 -3.0701 1.0668
H7 4.0522 -2.2153 1.1788
H8 3.8722 -1.5510 -1.1983
H9 2.4638 -1.0022 -0.2753
H10 1.8662 -2.0547 -2.5181
H11 -1.2721 -3.6154 0.1811
H12 -3.2085 -2.1174 0.6138
H13 -2.2800 2.0654 0.1592
H14 -5.2021 2.1688 0.4394
H15 -3.0063 3.3875 2.1218
H16 -4.6058 2.8447 2.6336
H17 -4.7720 5.5058 3.6474
H18 -5.5517 7.7302 2.9054
H19 -5.7725 8.2357 0.5123
H20 -5.2179 6.5263 -1.1837
H21 -3.2915 4.0413 -0.9703
H22 -4.9747 3.6911 -1.3694
H23 -1.1523 1.0552 -1.3647
H24 0.7312 -0.3929 -1.7909
H25 3.6357 -3.7156 -2.6527
H26 2.0726 -4.5518 -2.6505
H27 2.2989 -5.0604 -0.2550
H28 3.7457 -5.6543 -1.1170